The following is a quantum chemistry calculation of a molecular structure, C8H20F2N5O8S2Tl at a distorted geometry, from the Open Molecules 2025 dataset.

Each line ends with the Löwdin charge.
Positions of all 46 atoms, in Å:
Tl 22.145 28.239 23.881  1.333
N 22.455 29.414 21.366  -0.282
S 23.024 29.204 19.962  0.454
O 24.387 29.616 19.737  -0.180
O 22.092 29.173 18.866  -0.159
F 23.290 27.576 20.203  -0.250
S 22.324 31.078 21.026  0.573
O 21.144 31.687 20.447  -0.167
O 23.535 31.857 21.056  -0.175
F 21.879 31.380 22.546  -0.234
O 21.265 29.172 26.519  -0.088
C 20.594 29.375 27.580  -0.557
N 19.636 28.619 27.843  0.230
C 20.930 30.531 28.491  0.033
H 18.990 29.039 28.497  0.150
H 19.354 27.945 27.146  0.151
H 21.450 31.383 28.054  0.100
H 21.479 30.287 29.400  0.102
H 20.048 31.046 28.872  0.097
O 24.276 28.194 25.913  0.052
C 24.666 27.501 26.818  -0.590
N 24.714 26.233 26.667  0.222
C 25.273 28.124 28.065  0.072
H 24.097 25.857 25.961  0.114
H 24.933 25.694 27.493  0.145
H 26.330 27.957 28.273  0.111
H 24.824 27.362 28.704  0.095
H 25.029 29.178 28.200  0.108
O 23.990 25.905 23.515  0.002
C 24.697 25.086 22.928  -0.526
N 24.679 24.953 21.625  0.240
C 25.757 24.361 23.743  0.059
H 24.136 25.598 21.070  0.098
H 25.198 24.206 21.187  0.147
H 26.699 24.877 23.559  0.116
H 25.706 23.332 23.390  0.106
H 25.504 24.454 24.800  0.072
O 21.488 25.980 22.333  -0.036
C 20.776 25.543 21.472  -0.570
N 21.292 25.467 20.273  0.241
C 19.380 25.024 21.600  0.041
H 20.667 25.080 19.582  0.136
H 22.211 25.788 20.002  0.106
H 19.220 24.226 22.326  0.107
H 19.078 24.644 20.624  0.091
H 18.602 25.749 21.840  0.105

## Properties
- Energy relative to the best compared isomer or geometry (same formula, charge and spin): 105.7 kcal per mole
- DFT total energy: -2360.279218 a.u.
- Charge: +2
- Gap between HOMO and LUMO: 2.9 eV



The following is a quantum chemistry calculation of a single C8H20N2 molecule at a distorted geometry, from the Open Molecules 2025 dataset.

Each line ends with the Löwdin charge.
Positions of all 30 atoms, in Å:
C -0.851 -1.396 2.091  -0.096
C -0.901 -1.842 0.635  -0.238
N 0.290 -1.356 -0.178  0.003
C 0.387 0.075 -0.421  -0.548
C 1.135 0.301 -1.746  -0.018
C 1.215 0.720 0.716  -0.201
C 2.506 -0.036 1.022  -0.097
N -0.985 0.646 -0.446  -0.212
C -1.128 2.060 -0.181  -0.102
C -1.752 0.298 -1.630  -0.112
H 0.141 -1.554 2.504  0.069
H -1.563 -1.986 2.666  0.070
H -1.115 -0.348 2.184  0.058
H -1.898 -1.602 0.230  0.094
H -0.808 -2.927 0.583  0.103
H 0.281 -1.850 -1.064  0.098
H 0.631 -0.188 -2.578  0.074
H 2.136 -0.110 -1.675  0.076
H 1.204 1.365 -1.958  0.086
H 1.464 1.747 0.435  0.109
H 0.613 0.752 1.621  0.089
H 3.234 0.072 0.220  0.064
H 2.294 -1.094 1.156  0.063
H 2.952 0.353 1.934  0.070
H -2.198 2.281 -0.155  0.086
H -0.704 2.315 0.786  0.074
H -0.672 2.701 -0.951  0.086
H -2.814 0.394 -1.391  0.087
H -1.530 0.946 -2.491  0.086
H -1.566 -0.736 -1.920  0.078

## Properties
- Energy relative to the best compared isomer or geometry (same formula, charge and spin): 15.4 kcal per mole
- DFT total energy: -426.299436 a.u.
- Structure (SMILES): CCN[C@](C)(CC)N(C)C
- Gap between HOMO and LUMO: 9.3 eV



The following is a quantum chemistry calculation of a gas-phase ion, C8H20N3O3 (charge +1) at a distorted geometry, from the Open Molecules 2025 dataset.

Each line ends with the Löwdin charge.
Positions of all 34 atoms, in Å:
C 0.036 1.059 -0.882  -0.077
C -1.400 1.076 -0.360  -0.307
C 1.091 0.950 0.239  -0.474
C 0.894 -0.262 1.154  -0.207
C 1.907 -3.353 -0.394  -0.041
C -4.262 0.020 -0.233  -0.015
C 3.013 1.828 -0.956  -0.040
C 1.263 -1.983 -0.509  -0.180
N -1.799 -0.258 -0.026  -0.117
N 0.634 -0.005 2.424  0.282
N -3.050 -0.264 0.615  -0.133
O 1.018 2.068 1.084  0.036
O 2.398 0.750 -0.265  -0.110
O 1.044 -1.499 0.831  0.073
H 0.143 0.225 -1.573  0.123
H 0.231 1.985 -1.427  0.127
H -1.473 1.758 0.519  0.115
H -2.025 1.519 -1.160  0.106
H 1.292 -4.012 0.213  0.085
H 2.014 -3.785 -1.385  0.090
H 2.892 -3.276 0.059  0.087
H -4.218 1.047 -0.586  0.082
H -4.251 -0.655 -1.089  0.097
H -5.169 -0.127 0.354  0.092
H 3.082 2.721 -0.327  0.097
H 2.496 2.060 -1.892  0.098
H 4.019 1.474 -1.177  0.107
H 0.279 -2.046 -0.986  0.126
H 1.911 -1.291 -1.050  0.123
H 0.643 0.964 2.718  0.137
H 0.617 -0.754 3.100  0.155
H -3.096 0.405 1.425  0.167
H -3.161 -1.216 0.986  0.166
H 0.985 2.876 0.556  0.129

## Properties
- Energy relative to the best compared isomer or geometry (same formula, charge and spin): 7.7 kcal per mole
- DFT total energy: -706.486218 a.u.
- Charge: +1
- Gap between HOMO and LUMO: 7.8 eV



The following is a quantum chemistry calculation of 2 unconnected molecules or ions with the total composition C8H20O2 at a distorted geometry, from the Open Molecules 2025 dataset.

Each line ends with the Löwdin charge.
Positions of all 30 atoms, in Å:
C 0.945 -1.223 2.969  -0.078
C 1.171 -2.480 2.092  -0.264
O 2.516 -2.653 1.679  -0.187
C 2.962 -1.783 0.672  -0.301
C 4.486 -1.732 0.625  -0.070
H 1.473 -0.295 2.695  0.068
H 1.271 -1.528 3.978  0.073
H -0.138 -1.017 2.997  0.074
H 0.798 -3.383 2.613  0.123
H 0.619 -2.390 1.137  0.105
H 2.412 -2.034 -0.255  0.124
H 2.599 -0.798 1.023  0.099
H 4.822 -2.724 0.282  0.076
H 4.969 -1.511 1.592  0.082
H 4.809 -0.976 -0.110  0.076
C -0.785 0.176 -1.349  -0.090
C -1.877 0.730 -2.241  -0.267
O -2.261 1.885 -1.501  -0.194
C -3.338 2.535 -2.003  -0.326
C -3.519 3.602 -0.893  -0.074
H 0.119 0.788 -1.197  0.082
H -0.487 -0.788 -1.795  0.073
H -1.247 -0.020 -0.366  0.080
H -1.584 0.988 -3.277  0.124
H -2.703 -0.005 -2.298  0.123
H -3.070 2.993 -2.975  0.123
H -4.272 1.960 -2.148  0.121
H -4.486 4.105 -1.066  0.068
H -2.710 4.339 -1.027  0.075
H -3.494 3.237 0.147  0.080

## Properties
- Energy relative to the best compared isomer or geometry (same formula, charge and spin): 53.5 kcal per mole
- DFT total energy: -467.218684 a.u.
- Structure (SMILES): CCOCC.CCOCC
- Gap between HOMO and LUMO: 10.5 eV



The following is a quantum chemistry calculation of 2 unconnected molecules or ions with the total composition C8H20O4, from the Open Molecules 2025 dataset.

Each line ends with the Löwdin charge.
Positions of all 32 atoms, in Å:
C 0.556 4.320 0.708  -0.127
O 0.500 3.386 1.759  -0.183
C -0.636 2.556 1.635  -0.258
C -0.541 1.494 2.727  -0.167
C -1.671 0.486 2.677  -0.270
O -1.582 -0.438 3.763  -0.071
H -0.356 4.957 0.693  0.092
H 1.428 4.976 0.880  0.092
H 0.693 3.839 -0.289  0.088
H -0.669 2.099 0.636  0.101
H -1.559 3.141 1.733  0.127
H -0.564 1.993 3.705  0.127
H 0.434 0.999 2.663  0.118
H -1.650 -0.043 1.709  0.116
H -2.632 0.993 2.788  0.121
H -0.691 -0.793 3.763  0.077
O 0.319 -4.265 -4.184  -0.079
C -0.271 -3.172 -3.478  -0.278
C 0.825 -2.555 -2.617  -0.202
C 0.308 -1.455 -1.684  -0.204
C 1.399 -0.779 -0.861  -0.268
O 0.891 0.312 -0.102  -0.089
H -0.321 -4.535 -4.859  0.086
H -0.662 -2.384 -4.160  0.126
H -1.084 -3.545 -2.832  0.119
H 1.312 -3.316 -1.987  0.125
H 1.578 -2.128 -3.282  0.117
H -0.441 -1.872 -1.008  0.118
H -0.195 -0.702 -2.292  0.113
H 2.223 -0.416 -1.508  0.123
H 1.864 -1.483 -0.144  0.129
H 0.463 0.901 -0.746  0.078

## Properties
- Energy relative to the best compared isomer or geometry (same formula, charge and spin): 12.3 kcal per mole
- DFT total energy: -617.718965 a.u.
- Structure (SMILES): COCCCO.OCCCCO
- Gap between HOMO and LUMO: 10.6 eV



The following is a quantum chemistry calculation of a molecular structure, C8H21ClMgNO3 at a distorted geometry, from the Open Molecules 2025 dataset.

Each line ends with the Löwdin charge.
Positions of all 35 atoms, in Å:
Mg -1.650 -4.576 -0.880  1.147
Cl -1.104 -2.403 -1.121  0.052
C -0.539 4.182 1.879  -0.104
O -0.500 2.742 1.929  -0.183
C 0.603 2.236 1.109  -0.213
C 0.597 0.704 1.264  -0.196
N 1.990 0.168 1.036  -0.035
C 1.827 -1.289 1.002  -0.244
C 3.131 -2.080 1.018  -0.190
O 3.826 -2.245 -0.231  -0.174
C 3.160 -3.027 -1.202  -0.128
H -0.728 4.610 0.895  0.084
H 0.422 4.572 2.212  0.083
H -1.267 4.562 2.596  0.086
H 1.619 2.571 1.320  0.115
H 0.617 2.524 0.058  0.115
H -0.121 0.297 0.552  0.089
H 0.231 0.471 2.263  0.121
H 2.272 0.434 0.104  0.111
H 1.340 -1.516 0.054  0.049
H 1.149 -1.633 1.783  0.119
H 2.938 -3.087 1.388  0.110
H 3.826 -1.616 1.718  0.129
H 2.597 -3.878 -0.818  0.073
H 3.832 -3.300 -2.015  0.094
H 2.397 -2.429 -1.701  0.063
C -3.355 0.945 -2.501  -0.064
C -3.960 0.293 -1.197  -0.272
O -3.994 -1.121 -1.475  -0.161
H -2.278 0.783 -2.455  0.058
H -3.628 2.000 -2.495  0.070
H -3.778 0.428 -3.362  0.074
H -4.985 0.623 -1.028  0.107
H -3.421 0.421 -0.258  0.103
H -3.067 -1.365 -1.441  -0.088

## Properties
- DFT total energy: -1257.802783 a.u.
- Charge: +1
- Gap between HOMO and LUMO: 3.1 eV



The following is a quantum chemistry calculation of a molecular structure, C8H21FIOP2Tc at a distorted geometry, from the Open Molecules 2025 dataset.

Each line ends with the Löwdin charge.
Positions of all 35 atoms, in Å:
C -1.668 -0.853 -1.197  -0.305
I 0.629 -0.727 -3.141  1.127
H -1.986 -0.430 -0.195  0.056
H -1.858 -1.955 -1.307  0.062
H -2.139 -0.359 -2.053  0.025
Tc 0.214 -0.193 -0.647  0.753
P 0.611 -1.887 0.834  0.780
C 1.546 -3.228 0.058  -0.193
C 1.354 -1.837 2.489  -0.177
H 1.555 -2.858 2.852  0.102
H -0.734 -3.677 1.644  0.098
H 0.652 -1.333 3.164  0.081
H -1.497 -2.096 1.987  0.086
H 2.563 -2.840 -0.105  0.073
H 2.286 -1.261 2.462  0.075
C -0.965 -2.689 1.243  -0.191
H 1.590 -4.108 0.721  0.103
H -1.582 -2.788 0.358  0.026
H 1.124 -3.518 -0.915  0.063
P -0.283 2.078 -0.519  0.807
C 0.141 3.012 -2.021  -0.197
C -2.086 2.170 -0.470  -0.187
H -0.413 3.040 1.660  0.081
H -0.161 4.320 0.419  0.104
H 1.201 3.257 0.933  0.075
C 0.126 3.309 0.746  -0.175
H -2.448 1.996 0.549  0.091
H -2.329 3.191 -0.789  0.105
H -0.265 4.034 -2.000  0.101
H -0.208 2.482 -2.913  0.045
H -2.529 1.441 -1.148  0.034
H 1.241 3.060 -2.035  0.076
C 2.053 0.148 -0.888  -0.444
O 3.164 0.375 -0.988  0.269
F 1.101 0.724 1.214  -0.432

## Properties
- Energy relative to the best compared isomer or geometry (same formula, charge and spin): 25.6 kcal per mole
- DFT total energy: -1552.428423 a.u.
- Charge: +3
- Multiplicity: 4
- Gap between HOMO and LUMO (alpha / beta): 6.0 / 6.5 eV